Molecular formula: C4H13NO2
Method: DFT, ωB97M-V with the def2-TZVPD basis set

Results
ΔE to the lowest compared entry with this formula, charge and spin = 26.7 kcal per mole
SMILES = CC(C)=CN.O.O
HOMO-LUMO gap = 8.99 eV
DFT total energy = -365.39987 Ha

Geometry (Å):
C1 -1.04367 -0.26175 -0.66379
C2 -0.62371 0.47469 0.58474
C3 -1.05195 1.73322 0.75471
N1 -1.91915 2.45312 -0.10846
C4 -0.25047 -0.33616 1.78596
H1 -1.97288 -0.81647 -0.52952
H2 -1.24703 0.43807 -1.46688
H3 -0.26420 -0.94307 -1.00862
H4 -0.76706 2.24156 1.66536
H5 -1.50434 2.74348 -0.99093
H6 -2.28388 3.26238 0.36851
H7 0.05917 -1.34278 1.52837
H8 0.54211 0.06683 2.41370
H9 -1.11870 -0.42569 2.44232
H10 2.28095 -4.34184 -1.40264
H11 1.25677 -5.47073 -1.26305
O1 1.84333 -5.04328 -1.89824
H12 1.21736 2.16545 0.12695
H13 2.12849 1.08007 0.44213
O2 2.15709 1.95310 0.02241

Force components x, y, z for each atom (eV/Å):
0.3446 0.2009 -0.0889
-1.6211 0.3564 -0.3711
0.3616 -0.2904 0.0417
0.4341 0.0811 -0.2123
0.4788 -0.1945 0.4524
0.0211 -0.1971 0.2457
0.0657 0.0624 -0.1553
-0.0592 -0.0960 0.0336
-0.2441 0.0637 0.3802
-0.1577 -0.1323 0.1513
0.0673 0.1743 -0.1266
0.0557 -0.1847 -0.1878
0.1432 0.2891 -0.0712
-0.0373 -0.1221 -0.0541
-0.0528 -0.0929 -0.0535
0.0962 0.0711 -0.0881
-0.0431 0.0233 0.1418
0.1244 0.2883 -0.2211
0.4648 0.1135 -0.1758
-0.4419 -0.4142 0.3595

***

Molecular formula: C4H13NO2
Method: DFT, ωB97M-V with the def2-TZVPD basis set

Results
ΔE to the lowest compared entry with this formula, charge and spin = 35.3 kcal per mole
SMILES = CCNCCO.O
HOMO-LUMO gap = 9.07 eV
DFT total energy = -365.38630 Ha

Geometry (Å):
C1 2.30317 -1.83063 0.25083
C2 1.11258 -1.41561 -0.62682
N1 1.01065 0.04749 -0.77486
C3 0.86074 0.76734 0.46196
C4 -0.46151 1.58381 0.54100
O1 -1.01930 1.48820 1.86275
H1 3.04799 -2.32723 -0.37305
H2 2.78309 -0.93328 0.50507
H3 2.00779 -2.45089 1.08606
H4 1.15559 -1.88160 -1.61101
H5 0.14745 -1.71854 -0.20051
H6 0.26040 0.28304 -1.40554
H7 0.85608 0.17461 1.35267
H8 1.58115 1.56669 0.67636
H9 -1.19301 1.27744 -0.21484
H10 -0.23988 2.64903 0.41903
H11 -1.95437 1.72258 1.79056
H12 -4.07077 0.88232 -1.80774
H13 -3.90392 -0.38296 -0.97721
O2 -4.28394 0.49818 -0.95472

Force components x, y, z for each atom (eV/Å):
-0.5671 -0.5915 -1.6062
-0.9932 0.3548 0.2718
1.0841 -0.2212 -0.3979
-1.3762 1.8881 0.4462
0.0558 0.3167 0.5432
-0.2837 -0.3981 -0.3288
-0.1128 -0.3967 0.1608
0.6689 1.1275 1.0813
0.1749 0.0517 0.2205
0.1227 0.1915 -0.0829
0.1702 -0.6104 0.2730
0.0072 -0.0464 -0.0807
0.0113 -0.9097 0.3687
0.7129 -0.5354 -0.5279
0.0543 -0.1330 0.0297
-0.0094 -0.0669 -0.5363
0.2435 -0.0314 0.1475
-0.0024 0.0489 -0.1211
0.0188 -0.1176 0.0040
0.0202 0.0791 0.1353

***

Molecular formula: C4H13NO2
Method: DFT, ωB97M-V with the def2-TZVPD basis set

Results
ΔE to the lowest compared entry with this formula, charge and spin = 31.0 kcal per mole
SMILES = NCCCCO.O
HOMO-LUMO gap = 9.46 eV
DFT total energy = -365.39310 Ha

Geometry (Å):
C1 -0.68323 -0.06325 1.41412
O1 -1.15300 -0.82018 2.50295
C2 -1.51059 -0.01973 0.13864
C3 -0.90413 -0.74628 -1.05524
C4 0.63414 -0.64060 -1.27019
N1 0.96353 -0.02541 -2.55368
H1 -0.67405 1.01140 1.74797
H2 0.36712 -0.33084 1.32660
H3 -2.08921 -1.09463 2.41997
H4 -2.51996 -0.42478 0.25812
H5 -1.48559 1.01653 -0.17368
H6 -1.10164 -1.82789 -1.03175
H7 -1.38949 -0.38540 -1.95333
H8 1.04847 -1.67293 -1.20051
H9 1.01673 -0.06195 -0.44753
H10 1.61546 -0.59314 -3.08460
H11 1.25789 0.94720 -2.54283
H12 2.30257 1.12417 1.18847
H13 2.17718 2.65242 1.15473
O2 2.06804 1.86373 0.61583

Force components x, y, z for each atom (eV/Å):
-0.4325 1.9851 1.1417
-1.0495 -1.1359 0.3895
1.1784 -0.6866 -0.7081
0.4595 -1.3675 -0.4325
-0.7038 -0.0408 -0.0694
0.1920 -0.4300 -0.4802
0.2262 -0.7678 -0.0044
-0.0988 -0.2158 -0.4721
0.8711 0.4825 -0.2146
-0.0381 0.5216 0.3133
-0.7103 0.3426 0.1197
-0.3473 0.2029 0.2293
-0.0513 0.0652 -0.2675
-0.0368 0.8473 -0.1687
0.5525 0.1787 0.1620
-0.0798 0.4112 0.1259
0.0331 -0.4496 0.3272
0.0071 0.1537 -0.0065
0.0127 -0.0179 0.0520
0.0154 -0.0788 -0.0365

***

Molecular formula: C4H13NO2
Method: DFT, ωB97M-V with the def2-TZVPD basis set

Results
ΔE to the lowest compared entry with this formula, charge and spin = 26.6 kcal per mole
SMILES = CCNCCO.O
HOMO-LUMO gap = 9.00 eV
DFT total energy = -365.40008 Ha

Geometry (Å):
C1 -1.96675 -1.44646 -0.08596
C2 -0.44068 -1.46791 -0.05362
N1 0.12139 -1.12167 1.24600
C3 0.50832 0.24555 1.56413
C4 -0.51060 1.24858 1.04281
O1 -0.21535 1.56080 -0.32543
H1 -2.37974 -0.62226 -0.65455
H2 -2.40375 -2.33776 -0.52542
H3 -2.38613 -1.40122 0.92790
H4 -0.09631 -2.47824 -0.23622
H5 -0.03261 -0.82917 -0.84221
H6 0.84168 -1.77991 1.49281
H7 0.42742 0.31643 2.65173
H8 1.48077 0.52718 1.16283
H9 -0.44035 2.14869 1.66379
H10 -1.48976 0.77640 1.11161
H11 -0.64762 2.39984 -0.50835
H12 2.71769 0.54700 -3.26642
H13 1.39266 1.06716 -2.72611
O2 2.08322 0.41094 -2.55599

Force components x, y, z for each atom (eV/Å):
-0.5873 -0.0892 0.3626
0.2674 0.1940 -0.0140
-0.1232 -0.2505 0.3097
-1.0172 -0.2333 -0.2251
0.5758 -0.3057 -0.1015
-0.1608 0.2807 0.1664
0.0464 0.3773 -0.0734
0.1593 -0.2804 -0.2025
0.2439 0.0586 -0.1512
0.0083 -0.2288 -0.2512
-0.0198 -0.1180 -0.0816
0.1216 0.1306 0.0804
0.6260 0.1528 0.0346
0.3018 0.1210 0.2138
-0.2095 -0.0433 -0.1353
-0.2332 0.3149 0.1662
-0.0032 -0.0379 -0.1723
0.0281 -0.0508 0.0133
0.1172 -0.2081 0.2310
-0.1414 0.2161 -0.1700

***

Molecular formula: C4H13NO2
Method: DFT, ωB97M-V with the def2-TZVPD basis set

Results
ΔE to the lowest compared entry with this formula, charge and spin = 70.4 kcal per mole
SMILES = C/C=C/CN.O.O
HOMO-LUMO gap = 9.45 eV
DFT total energy = -365.33028 Ha

Geometry (Å):
N1 -1.95716 -2.22489 -0.31288
C1 -1.08242 -0.98054 0.00731
C2 -0.84575 1.32718 -2.89272
C3 -0.60240 0.73978 -1.57488
C4 -0.35988 -0.56395 -1.27742
H1 -2.87233 -2.09026 0.08075
H2 -2.19361 -2.28539 -1.27023
H3 -0.64789 -1.14536 0.93206
H4 -1.78649 -0.11055 0.11711
H5 -0.34315 1.01393 -3.73758
H6 -1.97424 1.15581 -3.14086
H7 -0.67080 2.39027 -2.83600
H8 -0.52967 1.44949 -0.73179
H9 0.01895 -1.23540 -2.11620
H10 1.80427 1.26649 1.14176
H11 0.40258 1.99298 1.35920
O1 1.11704 1.49926 1.79910
H12 2.33422 0.16599 3.23636
H13 3.57429 -0.27696 2.41255
O2 3.12380 -0.23072 3.34706

Force components x, y, z for each atom (eV/Å):
1.1444 1.0039 1.2977
-3.0304 -0.3112 -2.4029
-2.6800 1.2000 0.4320
1.7727 -1.3750 0.4633
-0.3427 0.9587 -0.8971
-0.2160 0.0897 0.7264
0.3494 0.1567 -1.4647
1.6030 -0.5685 1.4589
0.6383 -0.9289 0.5299
1.3914 -1.2882 -1.5705
1.7900 0.5110 0.4459
-0.2318 0.5134 -0.1429
-1.1941 -0.3692 -0.2931
-0.9758 0.4294 1.4154
-0.9031 0.4273 0.2750
0.6810 -0.3854 0.0477
0.2083 -0.0609 -0.3420
-4.3092 2.2437 -0.8101
-1.5160 0.1769 2.8795
5.8205 -2.4232 -2.0483

***

Molecular formula: C4H13NO2
Method: DFT, ωB97M-V with the def2-TZVPD basis set

Results
ΔE to the lowest compared entry with this formula, charge and spin = 26.1 kcal per mole
SMILES = C/C=C(/C)N.O.O
HOMO-LUMO gap = 8.92 eV
DFT total energy = -365.40082 Ha

Geometry (Å):
C1 0.67532 0.69661 -1.78416
N1 -0.26996 1.33884 1.28529
C2 -0.33154 0.11140 0.58820
C3 0.31341 -0.11011 -0.56442
C4 -0.92359 -1.03296 1.35445
H1 0.08953 1.60315 -1.95446
H2 1.71904 1.01265 -1.72409
H3 0.57527 0.06723 -2.65473
H4 -0.48539 2.15925 0.73262
H5 -0.85346 1.34516 2.11161
H6 0.54587 -1.15550 -0.73347
H7 -1.66090 -0.68801 2.07110
H8 -0.17415 -1.65391 1.82491
H9 -1.45869 -1.68993 0.66992
H10 -3.07309 -0.27250 -1.71458
H11 -1.88155 0.68035 -1.46545
O1 -2.83490 0.65958 -1.64043
H12 3.69312 -0.36398 1.38492
H13 2.70814 -1.38795 0.95397
O2 3.62752 -1.31938 1.25880

Force components x, y, z for each atom (eV/Å):
0.6613 0.7534 0.9427
-0.9933 0.0602 -0.2019
1.3211 0.6791 0.3313
-0.5604 -0.8951 -0.7673
-0.1373 -0.3397 -0.3456
-0.0888 -0.0303 0.1786
0.1097 0.1083 -0.2156
-0.0557 -0.1339 -0.2839
0.2679 0.0412 -0.0696
-0.0943 0.0399 -0.1405
-0.6154 -0.3182 -0.1641
0.0783 0.0361 0.3002
0.2103 -0.0257 0.4617
0.0034 0.0339 -0.0399
0.1959 0.1738 0.0401
-0.2923 -0.2977 0.0094
0.0557 0.0625 -0.0100
0.2853 -0.1067 0.0888
0.2912 -0.2383 0.0436
-0.6427 0.3974 -0.1580